No. 1
DFT (ωB97M-V/def2-TZVPD) results for C6H11N in the gas phase at a distorted geometry.

Computed properties:
HOMO	-8.401	eV
lowest unoccupied orbital energy	0.4	eV
orbital gap	8.790	eV
E	-7886.9791	eV
SMILES	C=NC(=C)CCC
ΔE to the lowest compared entry with this formula, charge and spin	81.9	kcal per mole

Last column: Mulliken charge in e.
Positions of all 18 atoms, in Å:
1 C 0.41040 -0.08968 -2.43278  -0.262
2 N 0.51601 0.94902 -1.64062  -0.524
3 C 0.85214 0.85841 -0.27184  0.343
4 C 2.03812 0.29025 0.09210  -0.698
5 C -0.39598 1.21877 0.57984  -0.538
6 C -1.40765 0.06683 0.88843  -0.392
7 C -0.80731 -1.36643 1.04663  -1.083
8 H -0.34753 -0.25681 -3.17871  0.278
9 H 1.04024 -0.98422 -2.36381  0.276
10 H 2.98512 0.69371 -0.39003  0.249
11 H 2.21447 -0.26721 1.02177  0.263
12 H -0.20547 1.56472 1.63841  0.300
13 H -0.91076 2.07665 -0.01894  0.266
14 H -1.96012 0.40451 1.80239  0.321
15 H -2.18821 -0.02294 0.11160  0.280
16 H -0.20975 -1.37890 1.95831  0.263
17 H -0.12075 -1.60905 0.23839  0.258
18 H -1.50297 -2.14762 0.91886  0.400


No. 2
DFT (ωB97M-V/def2-TZVPD) results for 2 unconnected molecules or ions with the total composition C4H14N2O at a distorted geometry.

Computed properties:
charge	+2
HOMO	-19.482	eV
lowest unoccupied orbital energy	-7.8	eV
orbital gap	11.635	eV
E	-9384.7740	eV
ΔE to the lowest compared entry with this formula, charge and spin	41.3	kcal per mole

Last column: Mulliken charge in e.
Positions of all 21 atoms, in Å:
1 C -1.44607 0.45426 1.14743  -0.517
2 C -0.94339 -0.92590 0.67053  -0.924
3 C 0.05444 -1.01746 -0.52529  -0.418
4 C 2.48408 -0.87769 -0.77404  -0.145
5 N 1.43586 -1.06869 -0.04866  0.033
6 N -2.48961 0.99084 0.17375  -0.255
7 H -1.68367 0.58816 2.22415  0.425
8 H -0.57081 1.15350 1.06110  0.240
9 H -0.45666 -1.26474 1.58661  0.334
10 H -1.81083 -1.63195 0.40190  0.454
11 H -0.25245 -1.85465 -1.16694  0.342
12 H 0.03064 -0.15516 -1.21863  0.410
13 H 2.39276 -0.78350 -1.86005  0.267
14 H 3.47063 -0.99846 -0.31508  0.343
15 H 1.63216 -1.31064 0.91189  0.290
16 H -3.22529 1.57040 0.59143  0.356
17 H -2.72535 0.16913 -0.39235  0.361
18 H -2.00932 1.52759 -0.54088  0.362
19 H 2.80872 2.15465 -0.63537  0.314
20 H 1.19760 1.77911 -0.71116  0.280
21 O 2.10657 1.50119 -0.58034  -0.550


No. 3
DFT (ωB97M-V/def2-TZVPD) results for a gas-phase ion, C7H12NO5P (charge -2) at a distorted geometry.

Computed properties:
charge	-2
HOMO	-0.961	eV
lowest unoccupied orbital energy	5.9	eV
orbital gap	6.875	eV
E	-28471.3332	eV
SMILES	CN1CCCC[C@@]1(C(=O)[O-])[P@@](=O)([O-])O
ΔE to the lowest compared entry with this formula, charge and spin	17.5	kcal per mole

Last column: Mulliken charge in e.
Positions of all 26 atoms, in Å:
1 C 0.89591 1.35881 -1.61961  -1.330
2 N 0.48544 0.78891 -0.36354  -0.291
3 C 1.58497 0.42295 0.49029  -0.552
4 C 1.05266 0.07797 1.97732  -1.005
5 C 0.18402 -1.19813 1.83377  -0.862
6 C -0.93542 -0.86308 0.91549  -1.141
7 C -0.59541 -0.43541 -0.48773  1.421
8 C 0.06065 -1.56730 -1.33846  0.121
9 O 0.73753 -1.30899 -2.37344  -0.666
10 O -0.16440 -2.73229 -0.90204  -0.760
11 P -2.11489 0.49148 -1.20898  0.695
12 O -1.86450 1.04641 -2.62639  -0.785
13 O -3.35549 -0.26129 -0.84793  -0.853
14 O -2.03550 1.82289 -0.20724  -0.702
15 H 1.65653 0.66080 -2.16325  0.210
16 H 0.09196 1.42952 -2.28033  0.361
17 H 1.19673 2.27142 -1.21589  0.643
18 H 2.31262 1.19545 0.80967  0.266
19 H 2.14784 -0.50614 0.13271  0.355
20 H 0.65492 0.86880 2.44928  0.521
21 H 1.89373 -0.26211 2.55736  0.393
22 H 0.68362 -2.06683 1.62626  0.473
23 H -0.35476 -1.43626 2.83606  0.301
24 H -1.67583 -1.68535 1.00070  0.263
25 H -1.48302 -0.02482 1.42247  0.426
26 H -1.05993 1.91257 -0.41656  0.502


No. 4
DFT (ωB97M-V/def2-TZVPD) results for C5H6N4O in the gas phase at a distorted geometry.

Computed properties:
HOMO	-7.718	eV
lowest unoccupied orbital energy	0.7	eV
orbital gap	8.401	eV
E	-13286.9230	eV
SMILES	C=N/N=C/C=C(/N)N=C=O
ΔE to the lowest compared entry with this formula, charge and spin	87.5	kcal per mole

Last column: Mulliken charge in e.
Positions of all 16 atoms, in Å:
1 C 1.89826 1.58932 -2.53833  -0.275
2 N 1.44522 0.47955 -2.07234  -0.703
3 N 0.87069 0.19490 -0.97466  0.114
4 C -0.34631 -0.14781 -0.78816  -0.145
5 C -0.79842 -0.88068 0.43802  -0.643
6 C -0.10431 -0.89167 1.58433  0.675
7 N -0.77641 -1.28072 2.74053  -0.471
8 N 1.13736 -0.37055 1.84721  -0.317
9 C 2.15896 -0.15993 1.32793  0.588
10 O 3.17428 0.25544 1.04631  -0.404
11 H 2.52256 1.50596 -3.39779  0.284
12 H 1.61337 2.68788 -2.18577  0.223
13 H -1.05533 -0.03912 -1.56939  0.412
14 H -1.86963 -1.01676 0.44124  0.225
15 H -1.61847 -1.77670 2.37316  0.209
16 H -0.47723 -1.51633 3.67612  0.228


No. 5
DFT (ωB97M-V/def2-TZVPD) results for a molecular structure, C24H24F10N9O2SSr.

Computed properties:
charge	-1
HOMO	-4.214	eV
lowest unoccupied orbital energy	2.3	eV
orbital gap	6.527	eV
E	-81628.6495	eV
ΔE to the lowest compared entry with this formula, charge and spin	9.6	kcal per mole

Last column: Mulliken charge in e.
Positions of all 71 atoms, in Å:
1 Sr 0.16304 0.13992 0.95036  1.776
2 C -0.24441 2.25260 3.63696  -0.980
3 N -1.13513 1.75730 2.59351  1.112
4 C -2.26867 1.04022 3.20371  -0.854
5 C -2.00943 -0.46603 3.33530  -1.440
6 N -1.74816 -1.08578 2.05277  -0.730
7 C -2.75174 -1.49307 1.27016  0.422
8 C -2.40861 -2.09596 0.02762  0.343
9 F -1.08222 -2.18128 -0.27539  -0.402
10 C -3.30205 -2.56825 -0.89922  -0.060
11 F -2.86005 -3.13605 -2.03199  -0.454
12 C -4.66577 -2.47233 -0.66604  0.689
13 F -5.55979 -2.94732 -1.55569  -0.379
14 C -5.06959 -1.88808 0.51680  0.175
15 F -6.38306 -1.77045 0.77346  -0.359
16 C -4.15778 -1.42049 1.44712  0.454
17 F -4.68893 -0.82713 2.55034  -0.414
18 C -1.54745 2.84838 1.69732  -1.191
19 C -2.29434 2.39850 0.44346  -0.909
20 N -1.46226 1.55622 -0.39796  -0.220
21 C -2.01697 0.98611 -1.47517  -0.116
22 C -1.24167 0.07016 -2.23380  -0.221
23 F 0.03246 -0.19089 -1.79251  0.004
24 C -1.65978 -0.60415 -3.35249  -0.285
25 F -0.82506 -1.45585 -3.96997  -0.379
26 C -2.94170 -0.41251 -3.83703  0.902
27 F -3.38104 -1.06725 -4.92797  -0.390
28 C -3.75234 0.47414 -3.15396  0.216
29 F -4.99603 0.69593 -3.60406  -0.378
30 C -3.31290 1.15303 -2.03178  0.470
31 F -4.19735 2.01962 -1.48076  -0.389
32 H -0.75490 2.97837 4.28951  0.333
33 H 0.62638 2.73219 3.19424  -0.045
34 H 0.10354 1.42148 4.25186  0.293
35 H -3.15347 1.16951 2.58307  0.366
36 H -2.49851 1.48448 4.18482  0.303
37 H -2.86970 -0.87721 3.87207  0.426
38 H -1.12861 -0.63025 3.96667  0.532
39 H -0.64007 3.37898 1.39354  0.378
40 H -2.18898 3.56633 2.23611  0.309
41 H -2.60852 3.32519 -0.05665  0.537
42 H -3.22262 1.89418 0.73883  0.426
43 C 4.21163 1.40976 -3.04892  -0.970
44 C 4.18482 2.23873 -1.82181  0.932
45 N 5.06099 3.12774 -1.48282  -0.880
46 N 4.59004 3.61722 -0.29135  0.175
47 C 3.43808 3.05776 0.12203  0.188
48 S 2.55390 3.39819 1.48734  -0.578
49 N 3.18334 2.15833 -0.87848  -0.001
50 N 2.09167 1.30464 -0.88710  0.411
51 H 5.11388 1.64375 -3.60797  0.353
52 H 3.34165 1.62352 -3.67306  0.250
53 H 4.19302 0.34705 -2.80537  0.164
54 H 5.08480 4.33571 0.20351  0.187
55 H 1.45986 1.55054 -1.64103  0.138
56 H 2.42957 0.33914 -1.00473  0.081
57 C 3.77043 -3.83853 -0.86782  -1.377
58 C 3.37160 -2.43542 -0.51749  0.233
59 N 3.08088 -1.54076 -1.39069  -0.013
60 O 3.10490 -2.05747 -2.72382  -0.535
61 C 3.22693 -2.07822 0.90153  0.196
62 C 3.97306 -2.77047 1.99974  -1.597
63 N 2.33840 -1.16244 1.13200  0.145
64 O 2.03909 -0.83524 2.35692  -0.788
65 H 2.87185 -4.45971 -0.89693  0.245
66 H 4.42841 -4.24717 -0.10395  0.398
67 H 4.24698 -3.88969 -1.84152  0.367
68 H 2.24787 -1.77246 -3.06639  0.333
69 H 5.01182 -2.96547 1.72649  0.412
70 H 3.51027 -3.72280 2.27594  0.291
71 H 3.94451 -2.12875 2.87862  0.374


No. 6
DFT (ωB97M-V/def2-TZVPD) results for a molecular structure, C6H21CdNO6 at a distorted geometry.

Computed properties:
charge	+1
HOMO (spin up / spin down)	-11.734 / -11.481	eV
lowest unoccupied orbital energy (spin up / spin down)	-3.5 / -5.6	eV
spin multiplicity	2
orbital gap (spin up / spin down)	8.280 / 5.864	eV
E	-24891.3935	eV
ΔE to the lowest compared entry with this formula, charge and spin	22.6	kcal per mole

Last column: Mulliken charge in e.
Positions of all 35 atoms, in Å:
1 Cd 0.44882 -1.45515 1.11008  0.967
2 O 1.40216 -0.08666 2.53496  -0.448
3 C 0.47461 -0.01619 3.63051  -0.281
4 C -1.05501 -0.47206 3.31030  -0.480
5 O -1.36193 -1.41567 2.26612  -0.779
6 H 0.40433 0.95037 4.12942  0.354
7 H 0.78580 -0.73013 4.39310  0.393
8 H -1.70837 0.35006 3.01816  0.313
9 H -1.47938 -0.74162 4.27743  0.399
10 C 0.65599 2.32926 -0.03028  -1.439
11 C -0.35094 1.57823 -0.85152  0.254
12 C -0.17601 1.71056 -2.29154  -0.813
13 O -1.37221 1.35637 -2.99432  -0.349
14 C -1.29964 1.55707 -4.36371  -0.715
15 N -0.49817 0.22155 -0.36501  -0.379
16 H 0.69576 3.34853 -0.41444  0.503
17 H 1.59824 1.85210 -0.29969  0.272
18 H 0.40123 2.36833 1.02881  0.277
19 H -1.24081 2.15621 -0.60214  0.146
20 H 0.63372 1.08803 -2.67221  0.328
21 H 0.05516 2.74729 -2.53623  0.473
22 H -2.09524 1.13578 -4.97822  0.263
23 H -0.31247 1.26739 -4.72379  0.300
24 H -1.39326 2.63205 -4.51782  0.289
25 H -1.32127 0.21699 0.22029  0.309
26 H -0.89654 -0.34196 -1.10249  0.321
27 O 1.16371 -3.23759 1.90798  -0.341
28 H 0.62334 -3.71461 2.53781  0.291
29 H 1.87668 -3.84079 1.69810  0.254
30 O 2.06940 -1.51713 -0.09756  -0.438
31 H 2.10909 -1.00054 -0.90242  0.262
32 H 2.79057 -2.14147 -0.17732  0.275
33 O -0.38802 -2.56577 -0.38934  -0.325
34 H 0.05767 -3.07295 -1.06784  0.266
35 H -1.29700 -2.51588 -0.68518  0.276